{
  "formula": "C32H53N5O2",
  "method": "ωB97M-V with the def2-TZVPD basis set",
  "e_homo_ev": -8.6,
  "total_energy_ev": -45581.6304,
  "homo_lumo_gap_ev": 8.738,
  "max_force_ha_per_bohr": 0.13087,
  "e_lumo_ha": 0.0039,
  "smiles": "NCC[C@@]1(CCC(=O)Nc2ccccc2)CC(=O)N[C@@]1(N)c1ccccn1.CCCCCC.CCCCCC",
  "elements": ["N", "C", "C", "C", "C", "C", "C", "O", "N", "C", "C", "C", "C", "C", "C", "C", "C", "O", "N", "C", "N", "C", "C", "C", "C", "C", "N", "H", "H", "H", "H", "H", "H", "H", "H", "H", "H", "H", "H", "H", "H", "H", "H", "H", "H", "H", "H", "H", "H", "H", "H", "H", "C", "C", "C", "C", "C", "C", "H", "H", "H", "H", "H", "H", "H", "H", "H", "H", "H", "H", "H", "H", "C", "C", "C", "C", "C", "C", "H", "H", "H", "H", "H", "H", "H", "H", "H", "H", "H", "H", "H", "H"],
  "xyz": [[0.6888, -3.5751, 1.0041], [-0.2314, -2.9154, 1.9857], [-1.1408, -1.7491, 1.3538], [-0.2647, -0.5402, 0.6984], [1.0923, -0.2983, 1.5214], [1.9377, 0.9924, 1.0822], [3.3434, 0.8988, 1.8920], [3.5230, -0.0389, 2.7275], [4.4383, 1.8788, 1.7578], [5.4014, 1.2389, 0.7985], [6.3142, 0.0980, 1.2955], [7.2780, -0.5751, 0.2548], [7.2208, -0.0332, -1.1963], [6.3082, 1.1155, -1.6869], [5.3615, 1.7823, -0.6596], [0.3059, -0.9764, -0.7636], [-0.2528, 0.0256, -1.9119], [-0.0957, -0.0400, -3.1531], [-1.0195, 0.9804, -1.0996], [-1.2451, 0.6863, 0.3531], [-1.0749, 2.0069, 1.0309], [-2.8633, 0.4321, 0.4523], [-3.4459, -0.4464, -0.6396], [-4.9458, -0.7934, -0.6195], [-5.6421, -0.1474, 0.5935], [-4.8416, 0.7317, 1.5358], [-3.4641, 1.0853, 1.5606], [1.3590, -4.1373, 1.5473], [0.1902, -4.2351, 0.3909], [-0.9402, -3.7503, 2.3686], [0.3311, -2.5145, 2.9031], [-1.8024, -1.3609, 2.2189], [-1.7760, -2.2533, 0.5314], [1.7690, -1.2078, 1.2958], [0.9130, -0.3523, 2.6625], [2.0889, 1.1044, -0.0431], [1.4744, 1.9918, 1.4377], [4.0743, 2.7630, 1.3754], [6.3205, -0.3028, 2.3706], [7.9567, -1.4486, 0.5658], [7.9089, -0.5135, -1.9739], [6.2580, 1.5011, -2.7614], [4.6415, 2.6253, -0.9114], [1.4450, -0.8662, -0.9262], [0.0384, -2.0484, -1.1017], [-1.7321, 1.5413, -1.5822], [-0.6906, 1.8586, 1.9769], [-0.3734, 2.5077, 0.4479], [-2.7817, -0.8516, -1.4721], [-5.5084, -1.4549, -1.3501], [-6.7530, -0.3290, 0.7779], [-5.4498, 1.2062, 2.3957], [-3.5981, 3.8840, 2.7231], [-3.9759, 5.3305, 3.0138], [-3.5662, 6.2951, 1.9003], [-2.0603, 6.3888, 1.6387], [-1.2123, 6.7941, 2.8455], [-1.5389, 8.1845, 3.3728], [-2.5174, 3.7554, 2.6439], [-3.9516, 3.2354, 3.5296], [-4.0579, 3.5410, 1.7935], [-3.5388, 5.6394, 3.9695], [-5.0621, 5.3885, 3.1410], [-3.9577, 7.2908, 2.1368], [-4.0602, 5.9928, 0.9694], [-1.8951, 7.1102, 0.8303], [-1.6963, 5.4270, 1.2598], [-0.1579, 6.7740, 2.5477], [-1.3161, 6.0598, 3.6494], [-1.3984, 8.9387, 2.5946], [-0.8807, 8.4340, 4.2083], [-2.5684, 8.2471, 3.7330], [2.3595, -7.3588, -3.6407], [1.6463, -6.3197, -2.7859], [0.1239, -6.3653, -2.9255], [-0.4135, -6.0676, -4.3285], [-0.0029, -4.7139, -4.9103], [-0.5189, -3.5300, -4.1045], [2.1852, -7.1958, -4.7061], [3.4382, -7.3088, -3.4691], [2.0273, -8.3687, -3.3838], [2.0240, -5.3216, -3.0305], [1.9038, -6.4960, -1.7363], [-0.3151, -5.6605, -2.2103], [-0.2305, -7.3579, -2.6234], [-1.5075, -6.1240, -4.2976], [-0.0932, -6.8581, -5.0164], [-0.4013, -4.6417, -5.9284], [1.0850, -4.6517, -5.0036], [-1.6098, -3.5509, -4.0374], [-0.2275, -2.5931, -4.5837], [-0.1100, -3.5237, -3.0911]],
  "lowdin_charge": [-0.023, -0.272, -0.122, -0.279, -0.150, -0.084, -0.348, 0.022, 0.041, -0.197, -0.002, -0.055, -0.095, -0.072, -0.022, -0.038, -0.364, 0.015, 0.081, -0.369, 0.065, -0.169, -0.014, -0.019, -0.060, -0.127, 0.085, 0.073, 0.066, 0.115, 0.115, 0.132, 0.117, 0.122, 0.132, 0.121, 0.111, 0.105, 0.105, 0.094, 0.083, 0.091, 0.093, 0.132, 0.112, 0.144, 0.086, 0.082, 0.108, 0.098, 0.092, 0.108, -0.136, -0.269, -0.228, -0.229, -0.275, -0.116, 0.048, 0.068, 0.059, 0.098, 0.103, 0.099, 0.109, 0.108, 0.094, 0.102, 0.098, 0.075, 0.069, 0.066, -0.114, -0.275, -0.232, -0.229, -0.268, -0.111, 0.066, 0.070, 0.075, 0.100, 0.102, 0.091, 0.109, 0.108, 0.101, 0.106, 0.100, 0.077, 0.069, 0.051]
}

=====

{
  "formula": "C9H17NO2",
  "method": "ωB97M-V with the def2-TZVPD basis set",
  "e_homo_ev": -8.9,
  "total_energy_ev": -15192.1394,
  "homo_lumo_gap_ev": 9.433,
  "max_force_ha_per_bohr": 0.03233,
  "de_lowest_kcal_mol": 47.3,
  "e_lumo_ha": 0.0206,
  "smiles": "CC(=O)CC=O.C=C(C)CNC",
  "elements": ["C", "C", "C", "C", "C", "C", "C", "C", "C", "H", "H", "H", "H", "H", "H", "H", "H", "H", "H", "H", "H", "H", "H", "H", "H", "H", "N", "O", "O"],
  "xyz": [[0.3072, -3.7985, 0.3163], [-0.9425, -4.2885, -0.3735], [-2.0972, -3.3021, -0.4305], [-1.9100, -2.1586, -1.3661], [0.8641, -0.0570, 1.1894], [0.3270, 1.9348, 0.0583], [0.6663, 3.3491, -0.3515], [0.9960, 4.3044, 0.7336], [0.6169, 3.7158, -1.6221], [1.0050, -4.6207, 0.5028], [0.8051, -3.0838, -0.3368], [0.0998, -3.3230, 1.2824], [-3.0204, -3.8290, -0.7076], [-2.2697, -2.8341, 0.5589], [-2.8803, -1.7598, -1.7586], [0.7647, -0.6977, 0.2843], [-0.0969, -0.0511, 1.7163], [1.6224, -0.4840, 1.8546], [1.5929, 1.7754, 1.6289], [-0.5340, 2.0611, 0.7067], [0.0741, 1.3985, -0.8876], [0.2083, 4.4128, 1.4767], [1.9069, 3.9770, 1.2744], [1.1903, 5.2686, 0.2525], [0.8275, 4.7308, -1.9348], [0.3964, 3.0335, -2.4348], [1.3549, 1.2522, 0.7903], [-1.0111, -5.3662, -0.9106], [-0.8638, -1.5601, -1.5115]],
  "lowdin_charge": [-0.013, -0.440, -0.095, -0.237, -0.150, -0.245, -0.374, -0.073, 0.043, 0.088, 0.079, 0.087, 0.124, 0.142, 0.131, 0.063, 0.074, 0.080, 0.096, 0.114, 0.128, 0.081, 0.085, 0.077, 0.057, 0.060, -0.119, 0.096, 0.043]
}

=====

{
  "formula": "C26H64Cl8N3O15P3",
  "method": "ωB97M-V with the def2-TZVPD basis set",
  "e_homo_ev": -8.9,
  "total_energy_ev": -191238.8153,
  "homo_lumo_gap_ev": 9.123,
  "max_force_ha_per_bohr": 0.03416,
  "de_lowest_kcal_mol": 4.1,
  "e_lumo_ha": 0.0093,
  "smiles": "COP(=O)(OC)OC.COP(=O)(OC)OC.COP(=O)(OC)OC.CNC(C)=O.CNC(C)=O.CNC(C)=O.ClCCCl.ClCCCl.ClCCCl.ClCCCl",
  "elements": ["C", "C", "O", "N", "C", "H", "H", "H", "H", "H", "H", "H", "C", "C", "O", "N", "C", "H", "H", "H", "H", "H", "H", "H", "C", "C", "O", "N", "C", "H", "H", "H", "H", "H", "H", "H", "C", "O", "P", "O", "O", "C", "O", "C", "H", "H", "H", "H", "H", "H", "H", "H", "H", "C", "O", "P", "O", "O", "C", "O", "C", "H", "H", "H", "H", "H", "H", "H", "H", "H", "C", "O", "P", "O", "O", "C", "O", "C", "H", "H", "H", "H", "H", "H", "H", "H", "H", "Cl", "C", "C", "Cl", "H", "H", "H", "H", "Cl", "C", "C", "Cl", "H", "H", "H", "H", "Cl", "C", "C", "Cl", "H", "H", "H", "H", "Cl", "C", "C", "Cl", "H", "H", "H", "H"],
  "xyz": [[4.5026, -2.9359, 4.3086], [3.0931, -3.3118, 4.6904], [2.8503, -4.1851, 5.5120], [2.0913, -2.6309, 4.0649], [2.2229, -1.5067, 3.1625], [5.2208, -3.5213, 4.8735], [4.6893, -1.8824, 4.5416], [4.7117, -3.0869, 3.2456], [1.1613, -2.9841, 4.2376], [1.6323, -0.6552, 3.5154], [1.7985, -1.7610, 2.1829], [3.2567, -1.2168, 3.0383], [-2.1084, 3.1416, 3.9102], [-2.3787, 4.5126, 3.3600], [-2.1537, 4.7763, 2.1888], [-2.9559, 5.3940, 4.2197], [-3.4487, 6.7117, 3.8499], [-2.8058, 2.4729, 3.4023], [-2.1723, 3.0458, 4.9900], [-1.1092, 2.8333, 3.5873], [-2.8711, 5.2213, 5.2049], [-2.9205, 7.0781, 2.9724], [-3.3016, 7.3985, 4.6792], [-4.5161, 6.6729, 3.6234], [5.3877, 1.3721, -3.1483], [3.9060, 1.0843, -2.9920], [3.3054, 0.3327, -3.7318], [3.2794, 1.7462, -1.9874], [1.8556, 1.6232, -1.7111], [5.5308, 2.2249, -3.8126], [5.8736, 0.5069, -3.5847], [5.8291, 1.6264, -2.1820], [3.7955, 2.3895, -1.4163], [1.6190, 2.3774, -0.9654], [1.6035, 0.6408, -1.3010], [1.2717, 1.7504, -2.6210], [3.7444, -0.4157, 0.5836], [4.3842, -1.6478, 0.9028], [5.8604, -1.7046, 1.4233], [6.2712, -3.0459, 1.8272], [6.7401, -1.0491, 0.2827], [6.8089, -1.7292, -0.9639], [5.8946, -0.5730, 2.5152], [6.9263, -0.5320, 3.4928], [3.6974, -0.3914, -0.5108], [4.2851, 0.4929, 0.8519], [2.7306, -0.3841, 0.9632], [5.9938, -1.4032, -1.6165], [6.7572, -2.8104, -0.8288], [7.7470, -1.4802, -1.4539], [7.7037, -1.2733, 3.3001], [6.5131, -0.7515, 4.4787], [7.3703, 0.4608, 3.5163], [-1.1766, -5.1058, -2.5874], [-0.7868, -3.8884, -3.2300], [-1.8333, -2.8549, -3.7933], [-3.0890, -2.7314, -3.0481], [-0.9457, -1.5655, -3.9126], [-1.0163, -0.5730, -2.9018], [-1.9898, -3.2629, -5.3166], [-3.2832, -3.4934, -5.8717], [-2.1947, -5.4088, -2.8352], [-1.0433, -5.0115, -1.5154], [-0.5169, -5.8949, -2.9515], [-0.9628, 0.3943, -3.3927], [-0.2134, -0.6698, -2.1746], [-1.9560, -0.5944, -2.3442], [-4.0398, -3.6976, -5.1094], [-3.2409, -4.3591, -6.5270], [-3.6303, -2.6086, -6.4085], [-0.6718, 4.1641, -4.9037], [-0.7898, 3.1777, -3.8748], [-1.6024, 3.4004, -2.5630], [-1.5793, 2.2436, -1.6712], [-1.0093, 4.7496, -2.0439], [-1.5938, 5.3974, -0.8929], [-3.0736, 3.8024, -3.0071], [-3.7128, 3.1356, -4.1091], [-1.1581, 5.1006, -4.6243], [-1.0989, 3.7834, -5.8286], [0.3842, 4.3764, -5.0624], [-0.9908, 5.2035, -0.0140], [-2.5941, 5.0126, -0.6790], [-1.6812, 6.4564, -1.1123], [-3.3033, 2.1419, -4.2892], [-3.5945, 3.7356, -5.0125], [-4.7718, 3.0657, -3.8770], [-0.3615, -5.0947, 4.3094], [-0.3617, -5.0773, 2.5246], [1.0564, -5.2518, 2.0611], [1.1183, -5.6001, 0.3005], [-0.7980, -4.1349, 2.2080], [-0.9919, -5.8774, 2.1437], [1.5324, -6.1112, 2.5217], [1.6667, -4.3727, 2.2491], [0.3764, 1.1358, 1.8596], [-0.9671, 0.3923, 0.9543], [-1.0457, -1.0732, 1.2221], [0.1796, -1.9750, 0.2718], [-0.8668, 0.5598, -0.1113], [-1.8454, 0.8705, 1.3751], [-2.0041, -1.5218, 0.9726], [-0.8659, -1.3004, 2.2729], [-6.2483, -4.3699, 1.4819], [-5.3120, -2.8925, 1.2132], [-4.3728, -3.0216, 0.0445], [-2.9937, -4.1061, 0.4517], [-4.7633, -2.6818, 2.1291], [-5.9941, -2.0579, 1.0512], [-3.9384, -2.0567, -0.1965], [-4.8791, -3.4703, -0.8020], [-6.5826, 3.5482, 1.3806], [-5.5411, 3.1898, -0.0228], [-4.2606, 2.5116, 0.3796], [-4.5330, 1.0438, 1.3364], [-5.3614, 4.1575, -0.4810], [-6.1049, 2.5729, -0.7204], [-3.6386, 3.2068, 0.9453], [-3.7122, 2.2191, -0.5124]],
  "lowdin_charge": [-0.005, -0.538, 0.019, 0.013, -0.109, 0.095, 0.070, 0.051, 0.077, 0.053, 0.009, 0.057, 0.003, -0.542, 0.022, 0.008, -0.064, 0.065, 0.079, 0.048, 0.127, 0.080, 0.081, 0.083, -0.003, -0.574, 0.057, -0.002, -0.067, 0.083, 0.077, 0.074, 0.125, 0.082, 0.062, 0.074, -0.097, -0.191, 0.310, -0.211, -0.204, -0.090, -0.217, -0.084, 0.082, 0.099, 0.025, 0.082, 0.092, 0.091, 0.095, 0.080, 0.091, -0.105, -0.202, 0.343, -0.235, -0.176, -0.111, -0.194, -0.102, 0.088, 0.013, 0.090, 0.069, 0.043, 0.079, 0.077, 0.086, 0.088, -0.073, -0.211, 0.307, -0.213, -0.198, -0.057, -0.222, -0.071, 0.092, 0.092, 0.096, 0.079, 0.072, 0.094, 0.094, 0.086, 0.089, 0.607, -0.676, -0.651, 0.564, 0.007, 0.061, 0.068, 0.046, 0.630, -0.623, -0.604, 0.633, 0.035, 0.017, 0.030, 0.070, 0.563, -0.691, -0.623, 0.605, 0.064, 0.067, 0.051, 0.066, 0.537, -0.652, -0.656, 0.588, 0.066, 0.072, 0.052, 0.049]
}